## a
Entry from the OMol25 dataset: CH12AgO9 as an isolated structure (ωB97M-V/def2-TZVPD).

Each line ends with the Mulliken charge.
Element x y z (Å)
Ag: 0.02351 -0.20922 -0.33778  0.514
C: -0.39614 0.87783 2.14273  0.810
O: -0.47368 1.36406 3.40145  -0.862
O: -0.03595 1.77118 1.24040  -0.797
O: -0.63925 -0.35978 1.91446  -0.809
O: 2.55170 0.98434 0.64697  -0.549
H: 2.05443 1.58148 1.22370  0.304
H: 2.80450 0.35436 1.35597  0.280
O: 1.69025 -2.08914 -0.44611  -0.594
H: 1.67438 -2.34644 0.45400  0.320
H: 2.29499 -1.37569 -0.52439  0.308
O: -1.80061 0.67051 -1.69389  -0.563
H: -1.97088 0.75365 -2.66236  0.207
H: -2.17812 1.50053 -1.39860  0.310
O: -1.18951 -2.27930 -0.71484  -0.479
H: -1.05324 -3.08977 -1.21507  0.226
H: -1.15678 -2.52893 0.22322  0.330
O: 1.67430 1.21487 -2.00301  -0.599
H: 1.03074 1.87038 -1.66420  0.327
H: 2.51557 1.56243 -1.69414  0.274
O: -2.84217 -0.16346 0.68095  -0.748
H: -2.07585 -0.13117 1.26739  0.355
H: -2.50217 0.06731 -0.19686  0.436

Results
HOMO-LUMO gap = 0.1864 Ha
E_HOMO = -2.577 eV
charge = -1
2S+1 = 1

## b
Entry from the OMol25 dataset: CH12AgO9 as an isolated structure (ωB97M-V/def2-TZVPD).

Each line ends with the Mulliken charge.
Element x y z (Å)
Ag: 0.13283 0.05791 0.28187  0.441
C: 0.36183 -2.22209 -1.14413  0.721
O: 1.20683 -3.27009 -0.93013  -0.863
O: 0.86583 -1.31309 -1.89513  -0.773
O: -0.67317 -2.04309 -0.42313  -0.852
O: 0.08283 -0.53209 2.81387  -0.584
H: -0.75617 -0.21109 2.43387  0.425
H: -0.09517 -1.39909 3.20387  0.325
O: -1.94817 0.54691 1.28687  -0.601
H: -2.76117 0.66991 0.80887  0.248
H: -1.86317 1.24491 1.91387  0.292
O: 2.65583 -0.61809 -0.27013  -0.703
H: 2.83383 0.31691 -0.55113  0.286
H: 2.07883 -1.02109 -0.95113  0.456
O: -0.53917 1.52091 -1.43213  -0.424
H: -1.02617 2.04591 -0.80813  0.308
H: -0.49117 2.02491 -2.20713  0.188
O: -2.19717 -0.77009 -2.02113  -0.695
H: -1.99817 0.14391 -1.96213  0.244
H: -1.54817 -1.16809 -1.35413  0.466
O: 1.53183 1.80291 1.11187  -0.426
H: 1.70783 2.57391 0.64387  0.243
H: 2.43883 1.61891 1.45087  0.280

Results
HOMO-LUMO gap = 0.1460 Ha
E_HOMO = -2.195 eV
charge = -1
2S+1 = 1

Which of them is the least stable? Correct choice: b.

## a
Entry from the OMol25 dataset: one molecule with the formula CH4N2S2 (ωB97M-V/def2-TZVPD).

Each line ends with the Mulliken charge.
Element x y z (Å)
C: -0.21596 0.15634 -1.36254  -0.066
N: 0.48427 -1.02975 -0.93377  -0.474
N: -0.15919 -0.08336 0.02308  -0.160
S: -0.26018 1.03412 2.63310  -0.165
S: 0.95369 0.82210 0.98697  0.001
H: 0.53841 1.02746 -1.60040  0.203
H: -1.15979 0.04660 -1.73897  0.258
H: -0.17320 -1.81904 -0.92423  0.242
H: -0.00805 -0.15447 2.91676  0.161

Results
HOMO-LUMO gap = 0.3542 Ha
E_HOMO = -9.101 eV
2S+1 = 1

## b
Entry from the OMol25 dataset: a 3-piece molecular cluster, CH4N2S2 overall (ωB97M-V/def2-TZVPD).

Each line ends with the Mulliken charge.
Element x y z (Å)
C: -0.82788 -0.01824 -0.68537  0.053
H: 1.42514 1.05967 1.42881  0.175
H: 0.71383 -0.74669 -1.56903  0.263
H: -1.27962 0.14992 -1.60358  0.379
H: 0.08370 -1.67152 1.49747  0.158
N: 0.58333 -0.31881 -0.73392  -0.367
N: -1.56806 0.24853 0.28814  -0.294
S: 1.57789 1.12679 -0.40643  -0.146
S: -0.70832 0.17035 1.78391  -0.221

Results
HOMO-LUMO gap = 0.2808 Ha
E_HOMO = -8.807 eV
2S+1 = 1

Which of them is the least stable? Correct choice: b.

## a
Entry from the OMol25 dataset: a 2-piece molecular cluster, C2H8OS2 overall (ωB97M-V/def2-TZVPD).

Each line ends with the Mulliken charge.
Element x y z (Å)
C: -2.13488 -1.64860 0.04425  -0.936
C: -1.21382 -0.51713 0.48774  -0.469
S: 0.47567 -1.07761 0.84265  -0.401
S: 1.31599 -1.42757 -1.18747  -0.542
H: -1.99569 -1.85657 -1.01288  0.248
H: -3.17992 -1.39012 0.19223  0.337
H: -1.89225 -2.56656 0.61314  0.253
H: -1.66246 0.01459 1.30696  0.253
H: -1.14230 0.28890 -0.27475  0.254
H: 1.57569 -0.23075 -1.78494  0.006
H: 4.12577 3.80972 0.13663  0.318
H: 2.39872 3.29620 0.42902  0.346
O: 3.32951 3.30549 0.20744  -0.666

Results
HOMO-LUMO gap (spin up / spin down) = 0.1223 / 0.2419 Ha
E_HOMO (spin up / spin down) = -0.109 / -3.373 eV
charge = -1
2S+1 = 2

## b
Entry from the OMol25 dataset: a 2-piece molecular cluster, C2H8OS2 overall (ωB97M-V/def2-TZVPD).

Each line ends with the Mulliken charge.
Element x y z (Å)
C: 1.63006 -0.49472 -1.10086  -1.712
S: 0.78484 1.06600 -0.50702  -0.417
S: -0.59654 0.72080 0.83372  0.613
C: 0.03520 0.09752 2.37658  -1.749
H: 2.70834 -0.34151 -1.05037  0.506
H: 1.46086 -1.33951 -0.43035  0.478
H: 1.25047 -0.66511 -2.10236  0.369
H: 0.45538 0.78275 3.11298  0.408
H: -0.86923 -0.34975 2.82229  0.251
H: 0.73940 -0.71915 2.21601  0.400
H: -1.18605 -1.77761 -1.77283  0.297
H: -2.41502 -2.34162 -1.05484  0.508
O: -1.83933 -2.44270 -1.84471  -0.952

Results
HOMO-LUMO gap (spin up / spin down) = 0.0752 / 0.2967 Ha
E_HOMO (spin up / spin down) = 0.987 / -5.016 eV
charge = -1
2S+1 = 2

Which of them is the least stable? Correct choice: b.